Here is a molecular structure, C15H15N2O8ReS2 from OMol25. Energies are from the ωB97M-V functional and the def2-TZVPD basis.

Summary:
Relative energy (zero: lowest compared OMol25 entry of this formula, charge and spin): 33.0 kJ/mol
Largest force on an atom: 0.6 eV Å⁻¹
E_HOMO (spin up / spin down): -0.4646 / -0.4677 Eh
Net charge: +1
2S+1: 2

Each line ends with the Mulliken spin population.
Positions of all 43 atoms, in Å:
Re (-2.15212, -1.85782, -0.55114)  0.8635
O (3.29116, -1.04332, 1.44036)  0.0000
C (2.45163, -1.25198, 2.44186)  -0.0008
O (2.76651, -1.19196, 3.59708)  0.0000
C (1.01989, -1.51909, 2.08480)  0.0037
C (0.01982, -1.72077, 3.03743)  0.0143
N (-1.14239, -1.85453, 2.39827)  -0.0017
N (-0.96227, -1.74442, 1.06745)  0.0108
C (0.35740, -1.57529, 0.87019)  -0.0161
C (0.75526, -1.48128, -0.57566)  0.0186
O (1.91002, -1.25352, -0.87419)  0.0221
O (-0.23972, -1.65176, -1.38101)  0.0014
H (2.86644, -1.16402, 0.55908)  -0.0001
H (0.10276, -1.76880, 4.10989)  0.0003
H (-2.07086, -2.02537, 2.76768)  -0.0035
O (-4.44742, -4.84938, -1.42160)  0.0067
S (-3.71374, -3.70569, -1.05769)  0.0125
O (-3.36482, -2.67666, -2.12336)  -0.0020
O (-2.25935, -3.92635, -0.54645)  -0.0137
S (-4.23022, -2.36915, 0.42001)  0.0712
C (3.19098, 2.36739, 0.60288)  -0.0003
C (1.85046, 2.13514, -0.00671)  0.0047
C (0.73070, 1.89915, 0.81176)  0.0006
C (-0.49686, 1.59160, 0.28308)  0.0065
C (-1.69161, 1.55810, 1.19232)  0.0020
C (-0.60681, 1.48761, -1.14608)  -0.0021
C (-1.61255, 0.78004, -1.80127)  0.0192
O (-2.37820, -0.08556, -1.23927)  -0.0135
C (0.48861, 1.88565, -1.99045)  -0.0013
C (0.40592, 1.89336, -3.48791)  -0.0003
C (1.69703, 2.16668, -1.38929)  -0.0005
H (3.13065, 2.51558, 1.67689)  -0.0001
H (3.68162, 3.22597, 0.14546)  0.0004
H (3.82186, 1.49600, 0.41384)  0.0009
H (0.84104, 1.99289, 1.88418)  0.0004
H (-1.38107, 1.34866, 2.21423)  0.0003
H (-2.46637, 0.85439, 0.89777)  0.0009
H (-2.15191, 2.54795, 1.19227)  0.0002
H (-1.76653, 0.87438, -2.87510)  -0.0055
H (-0.51821, 2.33425, -3.85595)  0.0000
H (0.49027, 0.88215, -3.88722)  0.0001
H (1.23250, 2.47494, -3.89003)  0.0000
H (2.55051, 2.40485, -2.00841)  0.0001

---

Here is 7 unconnected molecules or ions with the total composition C36H61N2O14 in a non-equilibrium geometry from OMol25. Energies are from the ωB97M-V functional and the def2-TZVPD basis.

Summary:
Largest force on an atom: 3.8 eV Å⁻¹
E_HOMO (spin up / spin down): -0.3079 / -0.3334 Eh
2S+1: 2

Each line ends with the Mulliken spin population.
Positions of all 113 atoms, in Å:
C (1.60091, -2.83549, 1.60209)  0.0156
C (2.89284, -1.78217, 1.74403)  -0.0047
C (2.89329, -1.36452, 3.36476)  0.0006
C (2.67954, -0.37756, 0.93702)  0.0257
C (3.78774, -0.07965, -0.25024)  -0.0091
O (3.13391, 0.87318, -1.20126)  -0.0010
C (5.14558, 0.67756, 0.27999)  0.0030
C (4.89420, 2.27269, 0.69593)  0.0028
C (6.31948, 2.76131, 1.41677)  -0.0006
N (6.08980, 3.42840, 2.77176)  0.0000
C (4.05321, -1.53795, -0.97422)  0.0277
C (4.58681, -2.66666, 0.07900)  0.0114
C (6.25329, -2.66794, -0.06164)  -0.0039
C (4.12629, -4.14948, -0.54230)  0.0196
N (4.17726, -2.51007, 1.50719)  0.3543
O (5.16795, -2.18544, 2.34452)  0.5651
H (0.72392, -2.39108, 0.96556)  0.0004
H (1.14253, -3.03478, 2.68607)  0.0020
H (1.95545, -3.91255, 1.22892)  -0.0074
H (3.60537, -0.42319, 3.54258)  0.0041
H (3.18131, -2.28378, 4.03042)  -0.0016
H (1.79810, -0.95325, 3.59977)  -0.0012
H (1.63234, -0.46993, 0.37105)  0.0021
H (2.61074, 0.56526, 1.64072)  -0.0003
H (2.64950, 0.37150, -1.92367)  0.0001
H (5.53254, 0.16364, 1.27707)  -0.0060
H (5.99762, 0.53749, -0.51463)  0.0000
H (4.69166, 2.89130, -0.27849)  0.0006
H (3.99764, 2.37344, 1.47832)  -0.0003
H (6.97481, 3.43271, 0.68319)  0.0000
H (6.95722, 1.78757, 1.63714)  -0.0006
H (5.25415, 2.99770, 3.26171)  0.0000
H (6.95494, 3.21362, 3.32450)  0.0000
H (4.84416, -1.38811, -1.85356)  0.0025
H (3.05318, -1.88841, -1.49790)  -0.0005
H (6.58299, -2.72421, -1.20814)  -0.0005
H (6.68497, -3.61196, 0.48763)  0.0014
H (6.72938, -1.64472, 0.32895)  0.0044
H (4.18007, -4.94437, 0.32017)  -0.0066
H (3.06409, -4.10984, -1.03772)  0.0005
H (4.89928, -4.44104, -1.40083)  0.0004
O (-0.79730, -1.62819, -0.32916)  0.0001
C (-1.49586, -1.39756, 0.64398)  0.0001
O (-1.22740, -1.84152, 1.90692)  -0.0003
C (-2.30537, -1.48061, 2.76919)  -0.0001
C (-2.98951, -0.32433, 2.08809)  0.0000
C (-2.78549, -0.63420, 0.62667)  0.0001
H (-2.96641, -2.34618, 2.88310)  0.0000
H (-1.91401, -1.20171, 3.75188)  0.0000
H (-4.04036, -0.21894, 2.37050)  0.0000
H (-2.47585, 0.61140, 2.34021)  0.0000
H (-3.57675, -1.27815, 0.23290)  0.0000
H (-2.69592, 0.27775, 0.03191)  0.0000
O (-5.20685, -0.69062, -0.98255)  0.0000
C (-5.13143, 0.43028, -1.45801)  0.0000
O (-5.05728, 1.57632, -0.71959)  0.0000
C (-5.09206, 2.70141, -1.59638)  0.0000
C (-4.64404, 2.17631, -2.93521)  0.0000
C (-5.15302, 0.75711, -2.92051)  0.0000
H (-6.11499, 3.09133, -1.62391)  0.0000
H (-4.42493, 3.48260, -1.22049)  0.0000
H (-5.01779, 2.76653, -3.77611)  0.0000
H (-3.54834, 2.17292, -2.98462)  0.0000
H (-6.18122, 0.68973, -3.28667)  0.0000
H (-4.49652, 0.08962, -3.48343)  0.0000
O (-1.84184, -1.77052, 5.85375)  0.0000
C (-2.92195, -2.11123, 6.30702)  0.0000
O (-4.11968, -1.89252, 5.68913)  0.0000
C (-5.17506, -2.32078, 6.54853)  0.0000
C (-4.54265, -3.30925, 7.49294)  0.0000
C (-3.13664, -2.78218, 7.62986)  0.0000
H (-5.57733, -1.44610, 7.07034)  0.0000
H (-5.97234, -2.77679, 5.95439)  0.0000
H (-5.07269, -3.39449, 8.44527)  0.0000
H (-4.51876, -4.30274, 7.02882)  0.0000
H (-3.05726, -2.03658, 8.42586)  0.0000
H (-2.41823, -3.59078, 7.78306)  0.0000
O (-8.48601, 0.21657, -2.51880)  0.0000
C (-8.96694, 0.45005, -1.42227)  0.0000
O (-9.65293, 1.58825, -1.10906)  0.0000
C (-9.97369, 1.57411, 0.28116)  0.0000
C (-9.92489, 0.12403, 0.68589)  0.0000
C (-8.85576, -0.43542, -0.21821)  0.0000
H (-9.23506, 2.18014, 0.81625)  0.0000
H (-10.96623, 2.00747, 0.43500)  0.0000
H (-9.71743, -0.01926, 1.74964)  0.0000
H (-10.88473, -0.35654, 0.46055)  0.0000
H (-7.85784, -0.32563, 0.21528)  0.0000
H (-9.05381, -1.47834, -0.47610)  0.0000
O (8.41759, 2.97423, -5.73387)  0.0000
C (7.79458, 2.46199, -4.81863)  0.0000
O (7.49269, 1.13264, -4.74207)  0.0000
C (6.66616, 0.90506, -3.60153)  0.0003
C (6.92608, 2.07031, -2.68308)  -0.0005
C (7.21212, 3.19354, -3.64742)  0.0000
H (5.62251, 0.85936, -3.92997)  -0.0001
H (6.93356, -0.04838, -3.13670)  -0.0002
H (6.09440, 2.27739, -2.00441)  0.0006
H (7.81743, 1.87213, -2.07545)  0.0000
H (6.29685, 3.70206, -3.96286)  0.0000
H (7.92816, 3.90637, -3.23200)  0.0000
O (-2.01831, 2.85308, -3.47028)  0.0000
C (-1.36319, 2.62418, -4.47357)  0.0000
O (-0.76921, 3.58471, -5.24087)  0.0000
C (-0.18312, 2.97146, -6.38813)  0.0000
C (0.02075, 1.52843, -6.00730)  0.0000
C (-1.13057, 1.26864, -5.06902)  0.0000
H (-0.86930, 3.08523, -7.23393)  0.0000
H (0.76174, 3.46726, -6.62905)  0.0000
H (0.04408, 0.85514, -6.86827)  0.0000
H (0.96802, 1.41798, -5.46555)  0.0000
H (-2.03015, 0.95487, -5.60579)  0.0000
H (-0.86447, 0.54033, -4.29949)  0.0000

---

Here is a molecular structure, C20H18FN3ReSe in a non-equilibrium geometry from OMol25. Energies are from the ωB97M-V functional and the def2-TZVPD basis.

Summary:
Largest force on an atom: 1.4 eV Å⁻¹
E_HOMO (spin up / spin down): -0.5398 / -0.5381 Eh
Net charge: +2
2S+1: 2

Each line ends with the Mulliken spin population.
Positions of all 44 atoms, in Å:
Re (-0.05636, -0.55109, 0.97464)  1.1285
C (4.05425, -1.20081, 2.30553)  0.0138
C (4.61422, 0.04395, 2.04303)  -0.0303
C (3.82735, 1.07944, 1.55955)  0.0121
C (2.47722, 0.86667, 1.33423)  -0.0302
C (1.90513, -0.40563, 1.51857)  -0.0221
C (2.71109, -1.41954, 2.04245)  -0.0620
C (1.53317, 1.91910, 0.95585)  -0.0200
C (1.84448, 3.26313, 0.83092)  -0.0013
C (0.83117, 4.16877, 0.60897)  0.0132
C (-0.51099, 3.74122, 0.50817)  0.0049
C (-1.57103, 4.64920, 0.30280)  0.0016
C (-2.85588, 4.20011, 0.19617)  -0.0003
C (-3.11701, 2.82180, 0.28639)  0.0104
C (-2.10420, 1.91677, 0.48640)  -0.0012
C (-0.78458, 2.36381, 0.60853)  -0.0371
N (0.26119, 1.47721, 0.82340)  0.0408
H (4.66501, -1.99582, 2.71091)  0.0006
H (5.66481, 0.21429, 2.23556)  -0.0005
H (4.27717, 2.04833, 1.38654)  -0.0001
H (2.29778, -2.39534, 2.25761)  -0.0083
H (2.86732, 3.59195, 0.93599)  0.0004
H (1.05306, 5.22663, 0.52214)  -0.0008
H (-1.34253, 5.70577, 0.23445)  0.0000
H (-3.67080, 4.89379, 0.04272)  0.0002
H (-4.13574, 2.46645, 0.20171)  0.0003
H (-2.35481, 0.85981, 0.56409)  -0.0055
F (-1.71780, -1.19000, 1.47124)  0.0203
C (0.14547, -1.47953, -3.22323)  -0.0014
N (-0.84731, -2.36025, -2.60538)  -0.0068
C (-1.98453, -2.83324, -3.22192)  -0.0015
C (-2.60729, -3.64365, -2.33852)  0.0000
N (-1.84667, -3.65242, -1.19088)  0.0006
C (-2.13506, -4.44232, 0.01204)  0.0008
C (-0.78252, -2.86634, -1.36653)  0.0114
Se (0.63762, -2.59820, -0.10761)  -0.0275
H (-0.14501, -1.31168, -4.25572)  0.0000
H (1.12447, -1.95026, -3.19578)  -0.0003
H (0.17981, -0.52684, -2.70007)  -0.0026
H (-2.24701, -2.56074, -4.22977)  0.0000
H (-3.51471, -4.21536, -2.42992)  -0.0002
H (-3.04727, -5.00352, -0.16179)  -0.0001
H (-2.27220, -3.77984, 0.86354)  -0.0005
H (-1.32051, -5.13579, 0.20300)  0.0005

---

Here is 2 unconnected molecules or ions with the total composition C12H20NO in a non-equilibrium geometry from OMol25. Energies are from the ωB97M-V functional and the def2-TZVPD basis.

Summary:
Relative energy (zero: lowest compared OMol25 entry of this formula, charge and spin): 800.4 kJ/mol
Largest force on an atom: 4.6 eV Å⁻¹
E_HOMO: -0.4106 Eh
Net charge: +1

Each line ends with the Löwdin charge.
Positions of all 34 atoms, in Å:
C (-3.21033, 0.04927, 1.75488)  -0.0522
C (-3.04157, 1.25429, 1.04416)  0.0793
C (-3.28578, -1.10160, 1.09455)  0.0073
C (-2.90456, 1.22064, -0.41702)  -0.2014
C (-3.27152, -1.24824, -0.37224)  -0.1610
C (-2.97506, -0.03314, -0.78072)  0.2760
C (-2.49894, 2.32918, -1.23063)  0.0001
C (-3.34271, -2.57933, -1.02587)  0.0113
C (2.82965, -1.40975, 1.14452)  -0.0986
C (1.61756, 1.65027, 0.95590)  0.0019
C (2.66945, 0.57651, -0.94828)  -0.0114
C (1.51918, -0.80532, 0.73110)  -0.1631
N (1.52126, 0.58118, 0.00774)  -0.4829
O (0.32605, 0.53830, -0.66872)  -0.2451
H (-3.31812, 0.12214, 2.80897)  0.1235
H (-3.14951, 2.19772, 1.46409)  0.1126
H (-3.50303, -2.10681, 1.57734)  0.1698
H (-2.52781, 3.21355, -0.67464)  0.0873
H (-1.56161, 2.33390, -1.76137)  0.1067
H (-3.21191, 2.34168, -1.98286)  0.0835
H (-3.49886, -2.54972, -2.17429)  0.1445
H (-2.38022, -2.96806, -0.89685)  0.0826
H (-4.00554, -3.21616, -0.60452)  0.0553
H (2.76853, -2.46558, 1.45411)  0.1021
H (3.50094, -1.25114, 0.39954)  0.0199
H (3.31398, -0.94104, 1.99642)  0.0831
H (1.52963, 2.62348, 0.53253)  0.1098
H (0.86948, 1.50545, 1.67599)  0.0868
H (2.60417, 1.40791, 1.18150)  0.0803
H (2.37248, 1.13068, -1.90240)  0.1313
H (3.49461, 1.18317, -0.64230)  0.0885
H (3.06617, -0.35980, -1.25432)  0.0812
H (0.91048, -0.62707, 1.71290)  0.1472
H (1.09221, -1.59581, 0.02378)  0.1436

---

Here is a gas-phase ion, C7H9N2O2 (charge +1) in a non-equilibrium geometry from OMol25. Energies are from the ωB97M-V functional and the def2-TZVPD basis.

Summary:
Relative energy (zero: lowest compared OMol25 entry of this formula, charge and spin): 110.2 kJ/mol
Largest force on an atom: 4.6 eV Å⁻¹
E_HOMO: -0.4651 Eh
Structure (SMILES): NC(=[NH2+])Oc1ccccc1O
Net charge: +1

Each line ends with the Löwdin charge.
Positions of all 20 atoms, in Å:
N (-1.01777, -2.19606, -2.07522)  0.2800
C (-0.50327, -1.66818, -1.00524)  -0.4756
N (-0.93560, -2.05184, 0.21510)  0.2246
O (0.63625, -1.02799, -1.09302)  0.1388
C (0.75459, 0.07213, -0.18062)  -0.1673
C (1.93739, 0.43146, 0.41967)  0.0019
C (1.95516, 1.58297, 1.17040)  -0.0883
C (0.83965, 2.33573, 1.48971)  -0.0551
C (-0.37380, 1.99184, 0.87320)  0.0254
C (-0.39667, 0.85908, -0.02362)  -0.1890
O (-1.50861, 0.26823, -0.64450)  -0.0055
H (-2.00120, -2.43872, -1.88881)  0.1724
H (-0.62037, -2.02049, -2.92902)  0.1207
H (-0.33973, -2.21032, 1.01805)  0.1552
H (-1.80388, -2.58758, 0.29370)  0.1483
H (2.90431, -0.21219, 0.34732)  0.1708
H (2.83655, 1.88660, 1.69907)  0.1109
H (0.93045, 3.19300, 2.17312)  0.1286
H (-1.13080, 2.74918, 0.94903)  0.1121
H (-2.16265, 1.04316, -0.80833)  0.1912

---

Here is a single C9H16N2O4 molecule in a non-equilibrium geometry from OMol25. Energies are from the ωB97M-V functional and the def2-TZVPD basis.

Summary:
Relative energy (zero: lowest compared OMol25 entry of this formula, charge and spin): 692.7 kJ/mol
Largest force on an atom: 9.7 eV Å⁻¹
E_HOMO: -0.3408 Eh
Structure (SMILES): C[C@@H](O)[C@H](N)C(=O)N1CCC[C@H]1C(=O)O

Each line ends with the Löwdin charge.
Positions of all 31 atoms, in Å:
C (-1.96452, -0.11725, 2.01007)  -0.0464
C (-2.68391, -0.38241, 0.64158)  -0.4588
O (-4.02748, 0.02833, 0.56701)  -0.0741
C (-1.89664, 0.22126, -0.63368)  -0.1880
N (-2.32314, -0.26346, -2.01273)  0.0072
C (-0.26151, -0.30152, -0.56510)  -0.3691
O (0.09289, -1.27408, -1.25726)  0.0446
N (0.65406, 0.50668, -0.00550)  -0.0332
C (0.31324, 2.18431, -0.14332)  -0.0161
C (1.80988, 2.52168, -0.13772)  -0.2283
C (2.60599, 1.33366, 0.34710)  -0.1223
C (1.93573, 0.16424, -0.35927)  -0.2636
C (2.18180, -1.32575, 0.19232)  -0.1630
O (2.70407, -2.32909, -0.56052)  -0.0128
O (1.78015, -1.20102, 1.65348)  -0.0264
H (-0.88627, -0.40612, 2.09152)  0.0642
H (-2.25749, 0.96226, 2.32402)  0.0879
H (-2.85399, -0.74581, 2.71316)  0.1542
H (-2.82101, -1.49256, 0.61686)  0.1388
H (-4.21688, -0.21819, -0.39087)  0.1141
H (-1.93860, 1.30495, -0.45103)  0.1017
H (-1.74853, 0.35995, -2.79897)  0.1446
H (-1.98436, -1.13600, -2.39638)  0.0472
H (-0.31380, 2.36320, -1.21120)  0.1653
H (-0.18663, 2.71780, 0.89562)  0.1742
H (2.16658, 2.76417, -1.17067)  0.1270
H (1.78266, 3.43769, 0.42727)  0.0987
H (3.60098, 1.63378, -0.03352)  0.1297
H (2.60583, 1.21780, 1.38446)  0.1000
H (2.08909, 0.00379, -1.40143)  0.1485
H (2.00852, -2.05176, 2.19519)  0.1540